{
  "formula": "C6H11O4",
  "method": "ωB97M-V with the def2-TZVPD basis set",
  "species": ["O", "O", "C", "C", "O", "C", "C", "C", "C", "O", "H", "H", "H", "H", "H", "H", "H", "H", "H", "H", "H"],
  "positions_angstrom": [[1.41302, 1.63617, -0.67520], [2.08679, 2.59785, -0.25724], [2.44178, -1.28514, 0.90128], [1.12746, -0.55331, 1.04272], [0.69908, -0.18091, 2.14017], [0.48281, -0.25157, -0.20089], [-1.01612, -0.08439, -0.21060], [-1.42335, 1.22821, 0.44390], [-1.51766, -0.13035, -1.64583], [-1.55778, -1.18885, 0.56302], [2.94214, -1.07077, -0.05353], [3.10550, -1.01216, 1.72861], [2.25095, -2.36731, 0.95007], [0.97512, -0.50968, -1.14272], [-0.97207, 2.07313, -0.07992], [-2.51493, 1.33290, 0.41534], [-1.07950, 1.22363, 1.48135], [-0.99706, 0.61969, -2.24454], [-1.33277, -1.11199, -2.09072], [-2.58906, 0.08743, -1.69673], [-2.52432, -1.05260, 0.63146]],
  "lowdin_charge": [-0.024, 0.096, -0.016, -0.463, 0.072, -0.006, -0.598, -0.024, -0.035, -0.017, 0.080, 0.086, 0.094, 0.125, 0.080, 0.091, 0.087, 0.087, 0.091, 0.087, 0.108],
  "multiplicity": 4,
  "largest_force_ev_per_a": 5.0,
  "homo_lumo_gap_ev": [9.42, 7.49],
  "homo_ev": [-8.691, -9.349],
  "relative_energy_ev": 0.0000,
  "lumo_ev": [0.7, -1.9]
}

{
  "formula": "C46H71N16O7",
  "method": "ωB97M-V with the def2-TZVPD basis set",
  "species": ["C", "C", "C", "H", "O", "C", "C", "H", "H", "O", "C", "C", "H", "O", "C", "C", "N", "C", "N", "C", "N", "C", "N", "C", "H", "C", "N", "C", "O", "C", "N", "C", "C", "N", "N", "C", "N", "H", "H", "H", "C", "C", "C", "C", "C", "C", "C", "H", "H", "O", "H", "H", "H", "H", "H", "H", "H", "C", "C", "H", "H", "H", "C", "C", "H", "H", "H", "H", "H", "H", "C", "H", "C", "H", "H", "H", "H", "H", "H", "N", "N", "C", "H", "H", "C", "N", "C", "O", "C", "N", "C", "C", "N", "N", "C", "N", "H", "H", "H", "C", "O", "H", "H", "H", "H", "H", "H", "C", "C", "H", "H", "H", "H", "C", "C", "H", "H", "H", "H", "H", "C", "H", "H", "C", "H", "H", "H", "H", "H", "H", "H", "H", "H", "H", "H", "H", "H", "H", "H", "H"],
  "positions_angstrom": [[-1.73500, 2.99195, 4.87553], [-2.83654, 2.54764, 5.02806], [-4.19388, 2.02309, 5.08800], [-4.83127, 2.72812, 5.63077], [-4.77645, 1.89060, 3.80360], [-4.23827, 0.82647, 3.04843], [-4.75878, 0.91246, 1.61178], [-4.49649, -0.01213, 1.09076], [-5.84952, 1.00868, 1.63992], [-4.19486, 1.95518, 0.83931], [-4.76515, 3.24485, 0.99724], [-3.88728, 4.18747, 1.83521], [-3.83996, 3.81868, 2.86182], [-2.53332, 4.26512, 1.42432], [-2.22129, 5.06211, 0.29526], [-2.45639, 4.37280, -1.07222], [-1.24825, 4.25545, -1.84557], [-0.61881, 3.11360, -2.15567], [0.43101, 3.21570, -2.96285], [1.04232, 2.06584, -3.25882], [0.63895, 0.85912, -2.85291], [-0.44945, 0.84918, -2.09394], [-0.95506, -0.32898, -1.69634], [-0.25580, -1.57548, -1.89912], [-0.01879, -2.00013, -0.91692], [-1.11719, -2.58478, -2.67231], [-2.43445, -2.68964, -2.08571], [-2.96340, -3.64981, -1.28894], [-4.06970, -3.52284, -0.80791], [-2.09865, -4.89232, -0.99960], [-1.29317, -4.51657, 0.14067], [-0.50362, -5.27682, 0.92598], [0.01303, -4.39830, 1.85929], [-0.49113, -3.18122, 1.58198], [-1.26889, -3.26552, 0.55765], [1.01389, -4.62183, 2.94368], [0.52801, -5.63512, 3.85864], [1.15406, -5.73305, 4.64922], [0.46119, -6.53697, 3.39928], [1.10267, -3.68367, 3.50227], [2.38707, -4.95449, 2.29136], [2.70804, -3.96930, 1.20702], [3.25246, -2.72836, 1.50937], [3.49307, -1.79671, 0.51757], [3.17465, -2.08119, -0.80547], [2.63145, -3.32424, -1.11852], [2.41200, -4.25252, -0.12168], [2.01363, -5.22250, -0.38452], [2.40860, -3.54978, -2.14984], [3.36879, -1.18786, -1.80469], [3.85004, -0.40815, -1.46135], [3.95404, -0.84814, 0.75475], [3.50517, -2.49321, 2.53324], [2.33764, -5.96384, 1.87518], [3.15485, -4.93764, 3.06728], [-0.37123, -6.32660, 0.77879], [-1.43388, -5.10245, -1.84599], [-2.92183, -6.17399, -0.73165], [-3.69717, -6.11300, 0.58183], [-4.41745, -5.30175, 0.55339], [-3.03154, -5.95962, 1.42911], [-4.22559, -7.04804, 0.74044], [-3.84604, -6.42902, -1.93002], [-4.37201, -7.85848, -1.97513], [-4.97552, -8.00257, -2.86730], [-3.55045, -8.57159, -2.00036], [-4.99251, -8.07663, -1.11100], [-3.29394, -6.23090, -2.85338], [-4.68302, -5.73230, -1.88582], [-2.20539, -7.00400, -0.67666], [-3.09526, -1.39817, -2.07899], [-4.10718, -1.53040, -1.69672], [-2.29580, -0.45945, -1.16846], [-2.25110, -0.90772, -0.16968], [-2.77069, 0.51959, -1.13355], [-3.13351, -1.00576, -3.09853], [-0.60179, -3.54230, -2.69506], [-1.24412, -2.23895, -3.70445], [0.66661, -1.36603, -2.43998], [-1.07902, 1.95828, -1.65018], [2.10457, 2.12653, -4.08735], [3.04447, 1.03151, -4.17922], [2.67539, 0.21349, -3.56038], [3.11830, 0.69129, -5.21649], [4.41917, 1.52859, -3.68794], [4.22534, 2.58025, -2.70198], [4.33864, 2.28444, -1.40269], [4.58427, 1.15346, -1.00078], [4.12626, 3.40653, -0.37272], [2.79697, 3.20415, 0.14207], [2.32795, 2.12932, 0.80834], [0.99237, 2.41074, 1.00521], [0.74403, 3.61795, 0.45049], [1.82362, 4.07513, -0.06341], [-0.08046, 1.62059, 1.66994], [-1.36954, 1.86813, 0.99721], [-1.27887, 1.89056, -0.08096], [-1.79405, 2.78807, 1.26755], [-2.00118, 1.10273, 1.26293], [0.18447, 0.10865, 1.62949], [-1.00452, -0.51560, 2.03636], [-0.87649, -1.48972, 1.99269], [1.01708, -0.14227, 2.29725], [0.46269, -0.19167, 0.61018], [-0.18795, 1.92484, 2.71899], [2.93819, 1.29309, 1.06702], [4.15257, 4.39916, -0.82126], [5.20253, 3.32028, 0.72556], [6.55089, 3.69856, 0.11663], [7.32632, 3.65551, 0.87621], [6.81528, 3.00460, -0.67811], [6.52955, 4.70332, -0.29747], [5.26417, 2.27743, 1.05489], [4.85162, 4.18393, 1.94512], [4.56876, 5.65026, 1.63397], [5.40140, 6.10805, 1.10777], [4.42250, 6.19477, 2.56329], [3.66670, 5.76343, 1.03673], [5.68878, 4.12256, 2.64246], [3.98093, 3.75743, 2.45025], [3.65758, 3.79680, -3.25968], [3.08219, 4.32521, -2.50074], [4.45408, 4.44741, -3.63635], [2.68780, 3.40710, -4.39681], [1.89301, 4.14704, -4.47545], [3.20467, 3.32177, -5.35462], [4.98178, 0.71400, -3.23370], [5.00438, 1.94859, -4.50942], [-0.81992, 5.09206, -2.20723], [-2.84268, 3.36426, -0.92311], [-3.18465, 4.94544, -1.65578], [-2.77572, 6.00442, 0.35378], [-1.15089, 5.26386, 0.39726], [-4.34195, 5.18441, 1.83261], [-5.74137, 3.18044, 1.48523], [-4.90579, 3.65171, -0.00958], [-3.14024, 0.86060, 3.06797], [-4.55567, -0.13681, 3.47455], [-4.19387, 1.05774, 5.61634], [-0.77183, 3.40474, 4.81661]],
  "lowdin_charge": [0.132, -0.097, -0.211, 0.138, -0.149, -0.178, -0.157, 0.126, 0.135, -0.159, -0.156, -0.142, 0.107, -0.193, -0.158, -0.134, 0.076, -0.397, 0.191, -0.345, 0.205, -0.334, -0.029, -0.120, 0.099, -0.097, -0.036, -0.414, 0.076, -0.139, -0.050, 0.016, -0.224, 0.093, 0.078, -0.342, 0.055, 0.080, 0.075, 0.148, -0.104, -0.252, -0.031, -0.014, -0.320, -0.016, -0.042, 0.112, 0.118, 0.028, 0.055, 0.102, 0.118, 0.119, 0.121, 0.139, 0.145, -0.317, -0.038, 0.079, 0.074, 0.079, -0.222, -0.091, 0.075, 0.077, 0.069, 0.117, 0.115, 0.136, -0.090, 0.124, -0.114, 0.111, 0.113, 0.137, 0.115, 0.136, 0.109, 0.134, -0.051, -0.098, 0.091, 0.132, -0.082, -0.011, -0.374, 0.041, -0.161, -0.067, 0.036, -0.207, 0.086, 0.083, -0.208, 0.204, 0.083, 0.104, 0.105, -0.203, -0.089, 0.036, 0.133, 0.117, 0.144, 0.124, 0.143, -0.325, -0.036, 0.091, 0.084, 0.082, 0.136, -0.208, -0.087, 0.071, 0.077, 0.058, 0.116, 0.103, -0.094, 0.103, 0.134, -0.117, 0.118, 0.129, 0.127, 0.132, 0.151, 0.102, 0.128, 0.126, 0.107, 0.137, 0.134, 0.122, 0.108, 0.141, 0.136, 0.030],
  "largest_force_ev_per_a": 1.3,
  "homo_lumo_gap_ev": 8.85,
  "homo_ev": -10.173,
  "relative_energy_ev": 0.4981,
  "charge": 1,
  "lumo_ev": -1.3
}

{
  "formula": "C20H24N4O3S",
  "method": "ωB97M-V with the def2-TZVPD basis set",
  "species": ["C", "C", "N", "H", "H", "C", "C", "N", "C", "O", "C", "H", "H", "S", "C", "N", "C", "C", "C", "C", "C", "C", "C", "O", "N", "C", "C", "C", "O", "C", "C", "H", "H", "H", "C", "H", "H", "H", "H", "H", "H", "H", "H", "H", "H", "H", "H", "H", "H", "H", "H", "H"],
  "positions_angstrom": [[-4.04196, 0.10718, 2.32888], [-4.76831, 0.44114, 1.07708], [-5.98724, -0.09899, 0.91915], [-6.38048, -0.69866, 1.62266], [-6.52236, 0.09432, 0.08760], [-4.22493, 1.24974, 0.09764], [-4.98019, 1.46806, -1.06701], [-5.64745, 1.61845, -1.99195], [-2.90303, 1.84900, 0.21002], [-2.22658, 1.83219, 1.21880], [-2.44170, 2.59915, -1.03524], [-2.91348, 2.22504, -1.94200], [-2.63766, 3.66698, -0.92400], [-0.64456, 2.44365, -1.19581], [-0.55365, 0.70317, -1.03799], [-1.67265, 0.06670, -0.98972], [-1.64651, -1.28820, -0.82799], [-2.85014, -2.00179, -0.78652], [-2.83031, -3.36501, -0.60563], [-1.62347, -4.05001, -0.46381], [-0.43192, -3.36358, -0.51267], [-0.42993, -1.97986, -0.69817], [0.82512, -1.24177, -0.76095], [1.93045, -1.73268, -0.65208], [0.67755, 0.13557, -0.96870], [1.88411, 0.93870, -1.01108], [2.28523, 1.42166, 0.38205], [3.66315, 2.09481, 0.32015], [4.63548, 1.32603, -0.34306], [5.47502, 0.50144, 0.45214], [6.53893, -0.03765, -0.49981], [6.07341, -0.69930, -1.22482], [7.29701, -0.58614, 0.05174], [7.00808, 0.78505, -1.03219], [4.73773, -0.64815, 1.14222], [4.14183, -0.28876, 1.97825], [4.08819, -1.15844, 0.43473], [5.46264, -1.36027, 1.52844], [5.95740, 1.13098, 1.22220], [3.99632, 2.35604, 1.33350], [3.57324, 3.01844, -0.26337], [1.55559, 2.13752, 0.76352], [2.31036, 0.56146, 1.05062], [1.72739, 1.78371, -1.68509], [2.68473, 0.30599, -1.40284], [0.51809, -3.86700, -0.41533], [-1.62789, -5.12005, -0.32217], [-3.76029, -3.91434, -0.57652], [-3.77552, -1.46177, -0.91035], [-4.60864, -0.59646, 2.93475], [-3.06773, -0.31581, 2.08885], [-3.84847, 1.01251, 2.90187]],
  "lowdin_charge": [0.000, -0.293, 0.173, 0.112, 0.103, -0.169, -0.244, 0.169, -0.473, 0.039, -0.361, 0.074, 0.098, 1.049, -0.542, 0.109, -0.193, -0.009, -0.071, -0.078, -0.007, -0.061, -0.349, 0.083, 0.018, -0.167, -0.140, -0.207, -0.139, -0.444, -0.044, 0.084, 0.078, 0.078, -0.041, 0.073, 0.069, 0.081, 0.141, 0.128, 0.128, 0.106, 0.104, 0.098, 0.129, 0.119, 0.102, 0.104, 0.104, 0.083, 0.096, 0.100],
  "largest_force_ev_per_a": 0.8,
  "homo_lumo_gap_ev": 8.87,
  "homo_ev": -8.399,
  "relative_energy_ev": 1.3780,
  "smiles": "C/C(N)=C(/C#N)C(=O)CSc1nc2ccccc2c(=O)n1CCCOC(C)C",
  "lumo_ev": 0.5
}

{
  "formula": "C4H8OS",
  "method": "ωB97M-V with the def2-TZVPD basis set",
  "species": ["C", "C", "C", "C", "O", "S", "H", "H", "H", "H", "H", "H", "H", "H"],
  "positions_angstrom": [[-0.86162, 0.24153, -1.27437], [-0.29395, -0.14119, 0.03398], [-0.16645, -1.52800, 0.51842], [0.66356, 1.00360, 0.63355], [1.24777, 1.81856, -0.27387], [-2.03912, 0.74693, 0.05095], [-0.59530, 1.11074, -1.79441], [-1.23324, -0.67368, -1.72408], [-0.22520, -2.29508, -0.28025], [-0.92596, -1.74471, 1.30191], [0.87743, -1.61241, 0.92367], [1.49034, 0.41052, 1.07516], [0.22721, 1.40723, 1.53844], [1.83456, 1.25595, -0.72910]],
  "lowdin_charge": [-0.401, -0.628, -0.086, -0.315, -0.014, 0.751, 0.049, 0.072, 0.090, 0.092, 0.089, 0.107, 0.109, 0.083],
  "largest_force_ev_per_a": 4.9,
  "homo_lumo_gap_ev": 9.14,
  "homo_ev": -8.430,
  "relative_energy_ev": 1.8680,
  "smiles": "C[C@@]1(CO)CS1",
  "lumo_ev": 0.7
}

{
  "formula": "C5H5N",
  "method": "ωB97M-V with the def2-TZVPD basis set",
  "species": ["C", "C", "C", "C", "C", "N", "H", "H", "H", "H", "H"],
  "positions_angstrom": [[0.35900, 0.84195, 0.42119], [-0.43708, 0.17281, -0.51525], [-1.47144, 0.26192, 3.65430], [0.33766, -1.12328, -0.60929], [1.23733, -0.16900, -0.17952], [-1.81932, 0.46262, 2.58831], [0.49446, 1.85726, 0.86526], [-0.09651, -1.73830, 0.15640], [0.32796, -1.56487, -1.60781], [1.95078, 0.11597, -0.93850], [-2.15005, 0.56960, 1.65910]],
  "lowdin_charge": [-0.056, -0.028, -0.099, -0.207, -0.157, 0.048, 0.112, 0.109, 0.117, 0.107, 0.054],
  "largest_force_ev_per_a": 4.0,
  "homo_lumo_gap_ev": 9.56,
  "homo_ev": -8.876,
  "relative_energy_ev": 6.1240,
  "lumo_ev": 0.7
}

{
  "formula": "C5H14NS",
  "method": "ωB97M-V with the def2-TZVPD basis set",
  "species": ["C", "C", "C", "S", "H", "H", "H", "H", "H", "H", "H", "H", "C", "C", "N", "H", "H", "H", "H", "H", "H"],
  "positions_angstrom": [[1.37536, -1.94943, -1.53745], [0.36854, -0.79904, -1.66652], [-0.91842, -1.14444, -0.93250], [-2.16807, 0.18526, -1.16258], [2.31949, -1.67805, -2.01368], [0.96951, -2.81848, -2.04022], [1.56650, -2.17840, -0.49168], [0.80063, 0.14300, -1.31788], [0.13884, -0.65685, -2.72344], [-0.75901, -1.30702, 0.13783], [-1.32489, -2.06045, -1.35920], [-2.96377, -0.17115, -0.14325], [-0.26608, 1.46632, 2.13292], [0.89016, 1.13399, 2.66055], [-0.34970, 2.02278, 0.76160], [-1.23689, 1.34974, 2.59456], [0.95164, 0.71597, 3.65771], [1.81216, 1.27275, 2.11890], [-0.96809, 2.83586, 0.75964], [0.56699, 2.32054, 0.43470], [-0.80489, 1.31712, 0.12998]],
  "lowdin_charge": [-0.094, -0.343, -0.543, 0.762, 0.081, 0.080, 0.076, 0.084, 0.110, 0.077, 0.082, -0.113, -0.143, 0.079, 0.165, 0.126, 0.089, 0.082, 0.168, 0.162, 0.016],
  "largest_force_ev_per_a": 0.9,
  "homo_lumo_gap_ev": 10.17,
  "homo_ev": -13.372,
  "relative_energy_ev": 1.0684,
  "charge": 1,
  "lumo_ev": -3.2
}

{
  "formula": "C4H6ClN",
  "method": "ωB97M-V with the def2-TZVPD basis set",
  "species": ["C", "C", "C", "C", "N", "Cl", "H", "H", "H", "H", "H", "H"],
  "positions_angstrom": [[-2.88793, -0.39486, -0.01947], [-1.98114, 0.38292, 0.42069], [0.34893, -0.36667, -0.07310], [2.56821, 0.54180, -0.00849], [1.12877, 0.56132, 0.10630], [0.40700, -1.87879, -0.75274], [-3.91888, -0.39568, 0.01327], [-2.78841, -1.43067, -0.27777], [-1.58558, 1.37101, 0.59808], [2.98506, 1.58014, -0.27867], [2.77431, -0.37036, -0.69699], [2.94967, 0.39982, 0.96889]],
  "lowdin_charge": [-0.110, 0.040, -0.708, -0.134, -0.104, 0.668, 0.026, 0.044, 0.037, 0.100, 0.088, 0.052],
  "largest_force_ev_per_a": 4.3,
  "homo_lumo_gap_ev": [8.09, 8.28],
  "homo_ev": [-7.814, -7.794],
  "relative_energy_ev": 5.4102,
  "lumo_ev": [0.3, 0.5]
}

{
  "formula": "C3HF6O4S",
  "method": "ωB97M-V with the def2-TZVPD basis set",
  "species": ["C", "C", "C", "O", "O", "O", "O", "F", "F", "F", "F", "F", "F", "S", "H"],
  "positions_angstrom": [[0.45159, -0.43028, -1.24509], [1.70059, -0.89011, -2.06540], [-0.69899, -0.33586, -1.86354], [-0.98184, 0.52378, 1.76350], [-2.36277, 1.95975, 3.28436], [-1.37594, -0.13538, 4.05596], [0.77574, -0.18384, 0.00577], [2.00180, -2.19491, -2.01102], [2.75732, -0.25034, -1.59702], [1.56463, -0.57195, -3.35231], [-1.86797, 0.03866, -1.30760], [0.01629, 1.84598, 3.57922], [-0.77959, -0.51233, -3.18612], [-1.36318, 0.93665, 3.10634], [0.16232, 0.20017, 0.83296]],
  "lowdin_charge": [-0.208, -0.596, -0.300, -0.330, -0.318, -0.316, 0.099, 0.127, 0.148, 0.126, 0.122, -0.292, 0.120, 0.486, 0.133],
  "multiplicity": 3,
  "largest_force_ev_per_a": 11.8,
  "homo_lumo_gap_ev": [5.14, 8.29],
  "homo_ev": [-1.764, -6.933],
  "charge": -1,
  "lumo_ev": [3.4, 1.4]
}